Record 1
Here is a cluster of 2 separate species, C4H8FIO6P in total at a distorted geometry from the Open Molecules 2025 dataset. Energies are from the ωB97M-V functional and the def2-TZVPD basis.

Its LUMO energy is 2.6 eV. The calculation puts the HOMO-LUMO gap at 0.255 Ha. The total energy comes out at -1347.52715 Eh. The total charge is -1.

Last column: Mulliken charge in e.
Atoms and positions in Å:
1 C 1.5836 -1.0844 2.2286  -0.69
2 O 0.5379 -0.3732 1.4749  -0.17
3 C -0.4835 0.2158 2.3572  -0.27
4 O -1.5548 0.9360 1.6517  -0.32
5 P -1.1440 1.2787 -0.0072  0.93
6 O 0.1919 2.1683 -0.1635  -0.64
7 O -2.4388 2.3215 -0.6337  -0.54
8 O -1.1470 -0.1343 -1.0440  -0.30
9 C 0.1186 -0.2568 -1.7975  -0.03
10 C -0.0475 -1.6129 -2.7444  0.20
11 O -1.2246 -2.2632 -2.8393  -0.51
12 I 1.6536 -2.3759 -3.9313  -0.03
13 H 1.1404 -2.1516 2.5113  0.29
14 H 1.9509 -0.4868 3.1889  0.25
15 H 2.4874 -1.2436 1.4656  0.21
16 H -0.9953 -0.7016 2.9243  0.27
17 H -0.0378 0.8993 3.2173  0.28
18 H -2.1716 3.2296 -0.2708  0.34
19 H 0.3591 0.6528 -2.4938  0.51
20 H 1.0512 -0.4550 -1.1033  0.13
21 F 0.1705 1.4375 -3.9910  -0.92

Record 2
Here is the molecule C4H8FN at a distorted geometry from the Open Molecules 2025 dataset. Energies are from the ωB97M-V functional and the def2-TZVPD basis.

Its LUMO energy is 1.0 eV. The calculation puts the HOMO-LUMO gap at 0.371 Ha. As for the energy relative to the best compared isomer or geometry (same formula, charge and spin): 26.5 kcal/mol. The total energy comes out at -311.77717 Eh.

Last column: Mulliken charge in e.
Atoms and positions in Å:
1 C 1.1282 1.1022 0.4633  -1.37
2 C -0.1726 0.7408 -0.1548  0.03
3 C -0.9365 -0.5349 0.0774  -0.29
4 N -0.4233 -1.6935 0.7178  -0.71
5 C -0.3226 -0.2657 -1.2802  0.00
6 F -1.0654 0.0585 -2.3735  -0.31
7 H 0.9860 1.8199 1.2320  0.35
8 H 1.7534 0.2952 0.8996  0.31
9 H 1.7472 1.4873 -0.3462  0.31
10 H -0.8912 1.5533 -0.3530  0.39
11 H -2.0266 -0.4908 0.0601  0.41
12 H -0.8568 -1.6602 1.6687  0.26
13 H 0.5312 -1.5259 0.9449  0.27
14 H 0.5491 -0.8864 -1.5561  0.35

Record 3
Here is a cluster of 2 separate species, C4H8FN in total at a distorted geometry from the Open Molecules 2025 dataset. Energies are from the ωB97M-V functional and the def2-TZVPD basis.

Its LUMO energy is 1.0 eV. The calculation puts the HOMO-LUMO gap at 0.380 Ha. As for the energy relative to the best compared isomer or geometry (same formula, charge and spin): 61.8 kcal/mol. The total energy comes out at -311.72089 Eh.

Last column: Mulliken charge in e.
Atoms and positions in Å:
1 C -0.2532 -0.5286 1.2525  -0.82
2 C 0.6599 0.2830 0.6596  0.11
3 C 2.1354 0.2595 1.0559  -1.08
4 C -2.1607 0.5213 -1.1962  -0.21
5 N -1.8286 -0.5526 -1.8609  -0.14
6 F -1.9072 1.5470 -2.0086  -0.19
7 H -1.3412 -0.4750 0.9909  0.37
8 H 0.0720 -1.2038 2.0383  0.23
9 H 2.7946 0.3802 0.1806  0.28
10 H 2.2222 1.2967 1.5950  0.23
11 H 2.4291 -0.5339 1.6181  0.38
12 H 0.3552 0.7730 -0.2013  0.34
13 H -1.7189 -1.4405 -1.3948  0.29
14 H -1.4585 -0.3262 -2.7292  0.22

Record 4
Here is the molecule C4H8FNO at a distorted geometry from the Open Molecules 2025 dataset. Energies are from the ωB97M-V functional and the def2-TZVPD basis.

Its LUMO energy is 0.9 eV. The calculation puts the HOMO-LUMO gap at 0.393 Ha. As for the energy relative to the best compared isomer or geometry (same formula, charge and spin): 42.1 kcal/mol. The total energy comes out at -386.99533 Eh.

Last column: Mulliken charge in e.
Atoms and positions in Å:
1 C -1.3274 -1.1749 1.0558  -1.24
2 C -1.0438 -0.3612 -0.2037  -0.16
3 C 0.3275 0.1478 -0.2393  0.36
4 C 0.8132 1.0675 -1.3861  -0.41
5 F -0.2377 1.3720 -2.3137  -0.32
6 N 1.0316 -0.0418 0.7645  -0.32
7 O 2.2710 0.4823 0.7073  -0.43
8 H -2.3541 -1.6394 1.1321  0.36
9 H -0.6143 -1.9308 1.1642  0.34
10 H -1.2538 -0.3937 1.8861  0.26
11 H -1.7079 0.5079 -0.2629  0.25
12 H -1.2066 -0.9389 -1.0598  0.35
13 H 1.1248 2.0299 -0.8901  0.27
14 H 1.5803 0.5976 -1.9617  0.29
15 H 2.5970 0.2755 1.6073  0.40

Q: Which value of LUMO does entry 3 give?
A: 1.0 eV

Q: The lowest total energy belongs to which entry?
A: C4H8FIO6P